# 1
{"formula": "C26H34Br42O5", "method": "the ωB97M-V functional and the def2-TZVPD basis", "homo_energy_ev": -9.459, "lumo_ha": -0.0209, "homo_lumo_gap_ev": 8.89, "e_tot_ev": -2979521.4290, "elements": ["C", "C", "C", "O", "O", "C", "C", "C", "O", "C", "C", "O", "C", "C", "O", "C", "C", "H", "H", "H", "H", "H", "H", "H", "H", "H", "H", "H", "H", "H", "H", "H", "H", "H", "H", "H", "H", "C", "Br", "Br", "Br", "H", "C", "Br", "Br", "Br", "H", "C", "Br", "Br", "Br", "H", "C", "Br", "Br", "Br", "H", "C", "Br", "Br", "Br", "H", "C", "Br", "Br", "Br", "H", "C", "Br", "Br", "Br", "H", "C", "Br", "Br", "Br", "H", "C", "Br", "Br", "Br", "H", "C", "Br", "Br", "Br", "H", "C", "Br", "Br", "Br", "H", "C", "Br", "Br", "Br", "H", "C", "Br", "Br", "Br", "H", "C", "Br", "Br", "Br", "H"], "coordinates": [[1.10, 0.94, 0.54], [0.56, 0.02, 1.33], [-0.55, -0.79, 2.19], [-0.46, -0.98, 3.44], [-1.74, -1.31, 1.51], [-2.86, -0.38, 1.81], [-2.75, 0.89, 0.82], [-4.25, -1.20, 1.71], [-5.17, -0.74, 0.70], [-6.03, 0.33, 1.18], [-7.62, 0.01, 1.12], [-8.29, 1.19, 0.56], [-8.19, 2.33, 1.46], [-7.50, 3.59, 0.68], [-6.09, 3.76, 0.96], [-5.85, 4.72, 2.02], [-5.82, 3.95, 3.47], [1.47, 1.58, -0.35], [-2.79, 0.02, 2.90], [-1.74, 1.44, 0.85], [-3.05, 0.65, -0.28], [-3.54, 1.66, 1.20], [-4.75, -1.29, 2.76], [-3.96, -2.30, 1.44], [-5.86, 1.24, 0.46], [-5.76, 0.58, 2.27], [-8.03, -0.27, 2.16], [-7.81, -0.91, 0.43], [-7.71, 2.10, 2.48], [-9.29, 2.66, 1.68], [-7.57, 3.34, -0.46], [-8.12, 4.56, 0.82], [-4.77, 5.14, 1.87], [-6.61, 5.58, 2.01], [-5.71, 2.82, 3.34], [-4.95, 4.31, 4.13], [-6.84, 4.14, 3.96], [-1.18, -5.05, 0.01], [-0.81, -6.74, -0.89], [-0.13, -3.60, -0.74], [-3.08, -4.65, 0.01], [-0.88, -5.17, 1.05], [-4.24, -0.94, -3.22], [-2.93, -1.78, -2.07], [-5.74, -0.24, -2.21], [-3.45, 0.41, -4.37], [-4.64, -1.72, -3.88], [4.82, 1.84, -1.03], [6.13, 2.83, 0.00], [3.59, 0.87, 0.11], [3.89, 2.97, -2.30], [5.37, 1.09, -1.61], [7.75, 5.96, 2.89], [8.15, 4.28, 2.01], [8.79, 7.43, 2.17], [5.84, 6.34, 2.87], [8.04, 5.85, 3.94], [9.58, 6.37, -1.80], [9.81, 8.05, -2.75], [7.73, 5.80, -1.78], [10.75, 4.99, -2.49], [9.87, 6.55, -0.76], [3.19, -3.47, -3.54], [4.84, -3.59, -4.57], [2.64, -5.20, -2.86], [3.31, -2.14, -2.14], [2.41, -3.14, -4.23], [12.05, 3.18, -6.54], [13.36, 4.17, -5.50], [10.81, 2.22, -5.40], [11.12, 4.31, -7.81], [12.59, 2.43, -7.11], [-5.79, -8.06, 0.23], [-4.36, -8.66, -0.95], [-5.09, -7.30, 1.87], [-7.00, -6.84, -0.67], [-6.36, -8.94, 0.50], [7.98, -5.54, -2.84], [9.62, -5.66, -3.86], [7.43, -7.27, -2.15], [8.10, -4.21, -1.43], [7.20, -5.21, -3.52], [4.16, 3.45, 4.80], [2.66, 2.47, 4.07], [3.62, 4.65, 6.22], [5.60, 2.27, 5.36], [4.56, 4.07, 3.99], [0.43, 7.53, 4.52], [2.11, 6.94, 3.76], [-0.72, 6.04, 4.99], [0.70, 8.73, 6.02], [-0.09, 8.10, 3.75], [-10.62, -7.00, -3.07], [-11.19, -7.23, -4.91], [-9.70, -8.57, -2.40], [-9.56, -5.39, -2.84], [-11.52, -6.88, -2.47], [10.50, -1.35, -8.23], [9.18, -1.63, -6.84], [10.07, 0.19, -9.34], [12.30, -1.25, -7.52], [10.46, -2.23, -8.88], [-2.98, -7.80, 5.97], [-2.75, -6.13, 5.02], [-4.84, -8.36, 6.01], [-1.82, -9.20, 5.27], [-2.68, -7.63, 7.00]]}


# 2
{"formula": "C6H12F6LiNO8S2", "method": "the ωB97M-V functional and the def2-TZVPD basis", "homo_energy_ev": -10.253, "lumo_ha": -0.0115, "homo_lumo_gap_ev": 9.94, "e_above_lowest_kcal_mol": 14.4, "e_tot_ev": -62466.6544, "elements": ["Li", "C", "F", "F", "F", "S", "O", "O", "N", "S", "O", "O", "C", "F", "F", "F", "C", "C", "O", "O", "H", "H", "H", "H", "H", "H", "C", "C", "O", "O", "H", "H", "H", "H", "H", "H"], "coordinates": [[0.09, 0.56, -0.25], [0.96, 0.48, 3.78], [-0.07, 0.75, 4.55], [1.43, 1.54, 3.15], [1.86, -0.11, 4.55], [0.64, -0.81, 2.39], [1.84, -0.78, 1.57], [0.45, -2.10, 3.01], [-0.64, -0.23, 1.43], [-2.04, -0.71, 1.95], [-2.60, -1.72, 1.09], [-2.15, -0.88, 3.38], [-3.03, 0.88, 1.59], [-2.56, 1.52, 0.51], [-4.33, 0.62, 1.42], [-2.95, 1.68, 2.67], [0.85, 3.06, -1.07], [2.15, 2.24, -1.15], [2.09, 1.26, -0.13], [-0.26, 2.19, -1.19], [0.97, 3.82, -1.84], [0.74, 3.56, -0.10], [3.01, 2.90, -1.07], [2.12, 1.73, -2.12], [2.80, 0.62, -0.12], [-1.00, 2.55, -1.69], [-0.53, -2.98, -2.31], [0.77, -2.14, -2.33], [0.49, -0.82, -2.78], [-0.86, -3.32, -3.66], [-1.31, -2.44, -1.77], [-0.29, -3.90, -1.77], [1.36, -2.69, -3.07], [1.16, -2.00, -1.33], [0.60, -0.72, -3.73], [-1.77, -3.62, -3.56]]}


# 3
{"formula": "C4H6N2S", "method": "the ωB97M-V functional and the def2-TZVPD basis", "homo_energy_ev": -8.596, "smiles": "SCc1ncc[nH]1", "lumo_ha": 0.0241, "homo_lumo_gap_ev": 9.25, "e_above_lowest_kcal_mol": 33.6, "e_tot_ev": -18059.5146, "elements": ["C", "C", "C", "C", "N", "N", "S", "H", "H", "H", "H", "H", "H"], "coordinates": [[0.30, 1.43, -1.39], [0.09, 1.91, -0.14], [0.49, -0.31, -0.03], [0.36, -1.61, 0.65], [0.42, 0.08, -1.42], [0.29, 0.83, 0.69], [-1.51, -2.09, 0.83], [-0.08, 1.81, -2.32], [-0.08, 2.95, 0.08], [0.82, -2.30, 0.03], [0.70, -1.66, 1.73], [-0.06, 0.59, 1.64], [-1.73, -1.62, -0.36]]}


# 4
{"formula": "C17H25Cl3N2O2", "method": "the ωB97M-V functional and the def2-TZVPD basis", "homo_energy_ev": -7.997, "smiles": "CCCCCCCC(=O)N[C@H](Nc1ccccc1OC)C(Cl)(Cl)Cl", "lumo_ha": 0.0185, "homo_lumo_gap_ev": 8.50, "e_above_lowest_kcal_mol": 2.9, "e_tot_ev": -62678.0614, "elements": ["C", "C", "C", "C", "C", "C", "H", "H", "C", "C", "O", "N", "H", "C", "N", "C", "C", "C", "C", "C", "C", "O", "C", "H", "H", "H", "H", "H", "H", "H", "H", "H", "C", "Cl", "Cl", "Cl", "H", "H", "H", "H", "H", "H", "H", "H", "H", "H", "H", "H", "H"], "coordinates": [[3.13, -5.38, -3.21], [2.90, -5.71, -1.74], [1.72, -4.95, -1.13], [1.98, -3.46, -0.99], [0.80, -2.69, -0.37], [0.59, -3.00, 1.11], [1.51, -2.77, 1.66], [0.38, -4.06, 1.24], [-0.57, -2.21, 1.73], [-0.20, -0.75, 1.87], [0.40, -0.29, 2.82], [-0.58, 0.04, 0.82], [-1.08, -0.36, 0.04], [-0.30, 1.45, 0.79], [-1.49, 2.20, 0.56], [-1.67, 3.46, 1.14], [-1.38, 3.72, 2.47], [-1.61, 4.97, 3.01], [-2.16, 5.97, 2.23], [-2.47, 5.73, 0.90], [-2.23, 4.48, 0.35], [-2.49, 4.14, -0.95], [-3.01, 5.12, -1.81], [-3.11, 4.63, -2.78], [-3.99, 5.47, -1.48], [-2.33, 5.97, -1.91], [-2.89, 6.52, 0.31], [-2.34, 6.95, 2.65], [-1.38, 5.16, 4.05], [-0.97, 2.93, 3.09], [-1.80, 2.19, -0.40], [0.13, 1.69, 1.77], [0.78, 1.74, -0.29], [2.27, 0.84, 0.05], [0.17, 1.24, -1.89], [1.14, 3.48, -0.34], [-0.76, -2.59, 2.73], [-1.46, -2.32, 1.12], [0.99, -1.62, -0.49], [-0.11, -2.94, -0.93], [2.18, -3.03, -1.97], [2.86, -3.30, -0.37], [0.83, -5.11, -1.75], [1.51, -5.38, -0.14], [3.80, -5.49, -1.17], [2.71, -6.78, -1.65], [3.93, -6.00, -3.61], [3.42, -4.34, -3.34], [2.23, -5.56, -3.79]]}


# 5
{"formula": "C25H48F6O6P", "method": "the ωB97M-V functional and the def2-TZVPD basis", "total_charge": -1, "homo_energy_ev": -5.013, "lumo_ha": 0.0854, "homo_lumo_gap_ev": 7.34, "e_tot_ev": -64579.1133, "elements": ["C", "O", "C", "C", "C", "C", "C", "C", "C", "C", "C", "C", "C", "P", "C", "C", "C", "C", "C", "O", "C", "O", "C", "C", "C", "F", "F", "F", "O", "H", "H", "H", "H", "H", "H", "H", "H", "H", "H", "H", "H", "H", "H", "H", "H", "H", "H", "H", "H", "H", "H", "H", "H", "H", "H", "H", "H", "H", "H", "H", "H", "H", "H", "H", "H", "H", "H", "H", "H", "H", "H", "H", "C", "C", "O", "C", "O", "C", "F", "F", "F", "H", "H", "H", "H", "H"], "coordinates": [[-2.24, -4.94, 2.60], [-1.16, -5.22, 3.51], [-0.02, -4.38, 3.22], [0.86, -4.23, 4.52], [1.97, -3.07, 4.40], [2.74, -3.06, 3.02], [3.99, -2.05, 2.96], [3.75, -0.97, 1.81], [3.67, 0.54, 2.32], [2.81, 0.76, 3.64], [1.53, 1.71, 3.41], [0.20, 0.88, 3.73], [-1.04, 1.33, 2.80], [-1.26, 0.25, 1.25], [-2.86, -0.66, 1.83], [-3.78, -1.03, 0.58], [-3.28, -2.28, -0.27], [-3.46, -1.93, -1.81], [-2.25, -2.48, -2.71], [-2.79, -2.71, -4.03], [-1.78, -3.23, -4.90], [-2.05, 1.64, 0.56], [-1.46, 1.65, -0.78], [0.07, 1.07, -0.75], [1.00, 2.18, -1.41], [2.32, 1.67, -1.38], [0.73, 2.40, -2.75], [0.95, 3.36, -0.68], [0.34, 0.76, 0.64], [-2.94, -5.84, 2.56], [-1.83, -4.76, 1.56], [-2.88, -4.08, 2.96], [0.55, -4.87, 2.37], [-0.41, -3.38, 2.84], [1.37, -5.23, 4.68], [0.16, -4.05, 5.40], [2.73, -3.30, 5.22], [1.44, -2.10, 4.65], [2.00, -2.90, 2.17], [3.17, -4.11, 2.88], [4.17, -1.56, 3.98], [4.92, -2.67, 2.76], [4.67, -1.03, 1.13], [2.87, -1.16, 1.15], [4.71, 1.00, 2.38], [3.14, 1.12, 1.50], [2.42, -0.18, 4.12], [3.47, 1.33, 4.37], [1.51, 2.15, 2.37], [1.55, 2.59, 4.14], [-0.03, 1.01, 4.84], [0.32, -0.24, 3.57], [-1.95, 1.26, 3.47], [-0.89, 2.42, 2.56], [-0.58, -0.93, 1.74], [-1.38, -0.34, -0.06], [-3.49, -0.04, 2.54], [-2.59, -1.61, 2.40], [-3.88, -0.09, -0.04], [-4.83, -1.24, 0.99], [-3.88, -3.19, 0.03], [-2.19, -2.55, -0.06], [-4.41, -2.35, -2.26], [-3.48, -0.81, -2.01], [-1.82, -3.44, -2.29], [-1.43, -1.70, -2.77], [-0.90, -2.53, -5.04], [-1.40, -4.25, -4.54], [-2.21, -3.41, -5.93], [-1.56, 2.75, -1.05], [-2.15, 1.09, -1.48], [0.26, 0.18, -1.44], [2.61, 5.37, -6.50], [1.47, 4.92, -5.61], [0.64, 6.03, -5.25], [-0.27, 6.40, -6.17], [-0.41, 5.87, -7.23], [-1.12, 7.55, -5.64], [-0.37, 8.51, -5.06], [-2.00, 7.14, -4.72], [-1.83, 8.15, -6.61], [3.17, 6.18, -6.03], [3.29, 4.54, -6.71], [2.23, 5.75, -7.45], [1.88, 4.52, -4.67], [0.88, 4.12, -6.07]]}


# 6
{"formula": "C42H63BaN4O18", "method": "the ωB97M-V functional and the def2-TZVPD basis", "total_charge": 1, "homo_energy_ev": -9.287, "lumo_ha": -0.1821, "homo_lumo_gap_ev": 4.33, "e_above_lowest_kcal_mol": 287.9, "e_tot_ev": -88056.5802, "elements": ["Ba", "C", "C", "O", "O", "H", "H", "H", "C", "C", "C", "C", "C", "C", "N", "O", "O", "H", "H", "H", "H", "H", "C", "C", "C", "C", "C", "C", "N", "O", "O", "H", "H", "H", "H", "H", "C", "C", "C", "C", "C", "C", "N", "O", "O", "H", "H", "H", "H", "H", "C", "C", "C", "C", "C", "C", "N", "O", "O", "H", "H", "H", "H", "H", "C", "O", "C", "C", "O", "C", "H", "H", "H", "H", "H", "H", "H", "H", "H", "H", "C", "O", "C", "C", "O", "C", "H", "H", "H", "H", "H", "H", "H", "H", "H", "H", "C", "O", "C", "C", "O", "C", "H", "H", "H", "H", "H", "H", "H", "H", "H", "H", "C", "O", "C", "C", "O", "C", "H", "H", "H", "H", "H", "H", "H", "H", "H", "H"], "coordinates": [[5.07, -1.35, 0.99], [-1.28, -0.21, 0.62], [0.23, -0.31, 0.63], [0.89, -0.37, 1.66], [0.78, -0.49, -0.51], [-1.68, 0.25, 1.52], [-1.57, -1.26, 0.61], [-1.71, 0.23, -0.28], [-7.77, 3.67, -1.50], [-6.49, 3.58, -2.08], [-6.28, 2.49, -2.93], [-7.29, 1.60, -3.30], [-8.55, 1.76, -2.70], [-8.82, 2.76, -1.76], [-6.95, 0.42, -4.06], [-5.75, 0.19, -4.26], [-7.82, -0.38, -4.43], [-8.01, 4.39, -0.73], [-5.71, 4.18, -1.63], [-5.24, 2.22, -3.10], [-9.22, 0.91, -2.73], [-9.73, 2.83, -1.19], [-7.37, -3.33, 0.68], [-6.11, -3.33, -0.02], [-5.20, -4.36, 0.19], [-5.61, -5.47, 0.93], [-6.83, -5.45, 1.67], [-7.63, -4.33, 1.67], [-4.83, -6.69, 1.01], [-3.60, -6.56, 0.72], [-5.40, -7.66, 1.42], [-8.14, -2.59, 0.51], [-5.75, -2.53, -0.65], [-4.20, -4.30, -0.22], [-7.13, -6.23, 2.35], [-8.54, -4.40, 2.25], [-2.34, -3.90, 5.83], [-1.80, -5.03, 6.28], [-2.38, -5.50, 7.41], [-3.52, -4.86, 8.02], [-4.14, -3.79, 7.35], [-3.46, -3.24, 6.28], [-3.98, -5.28, 9.32], [-3.36, -6.12, 9.95], [-4.86, -4.63, 9.91], [-1.89, -3.46, 4.95], [-1.00, -5.62, 5.84], [-2.07, -6.41, 7.90], [-4.93, -3.23, 7.83], [-3.79, -2.30, 5.88], [-0.24, 0.87, -7.17], [0.18, 0.94, -8.53], [1.34, 0.25, -8.95], [2.13, -0.53, -7.99], [1.64, -0.69, -6.75], [0.54, 0.05, -6.31], [3.50, -1.02, -8.45], [3.95, -0.53, -9.47], [4.11, -1.76, -7.68], [-1.20, 1.28, -6.89], [-0.44, 1.58, -9.15], [1.72, 0.48, -9.93], [2.13, -1.32, -6.02], [0.02, -0.02, -5.36], [-1.78, 5.86, 0.06], [-2.07, 7.30, 0.23], [-1.33, 8.24, -0.58], [-1.76, 9.67, -0.18], [-2.85, 10.24, -0.97], [-3.95, 9.40, -1.12], [-2.56, 5.28, 0.54], [-0.85, 5.64, 0.58], [-1.78, 5.66, -1.01], [-1.53, 7.97, -1.61], [-0.26, 8.09, -0.45], [-0.95, 10.41, -0.22], [-2.00, 9.60, 0.88], [-4.39, 9.11, -0.17], [-3.87, 8.48, -1.70], [-4.86, 9.88, -1.48], [7.65, 1.95, 3.31], [6.48, 1.28, 3.60], [6.17, 1.44, 5.01], [4.89, 0.66, 5.30], [4.96, -0.68, 4.86], [5.55, -1.61, 5.69], [7.49, 3.02, 3.43], [7.97, 1.84, 2.27], [8.55, 1.71, 3.88], [6.11, 2.48, 5.31], [6.96, 0.94, 5.57], [4.03, 1.12, 4.80], [4.65, 0.67, 6.36], [5.26, -1.55, 6.74], [6.64, -1.52, 5.60], [5.28, -2.60, 5.35], [2.30, -5.35, 1.53], [3.19, -4.95, 0.60], [2.64, -5.09, -0.71], [3.76, -5.11, -1.62], [4.72, -4.14, -1.36], [5.85, -4.28, -2.22], [1.51, -4.60, 1.52], [2.83, -5.18, 2.46], [1.98, -6.39, 1.46], [2.06, -4.22, -1.03], [2.09, -6.03, -0.79], [3.52, -5.31, -2.67], [4.25, -6.02, -1.27], [6.66, -3.72, -1.74], [5.87, -3.66, -3.12], [6.22, -5.24, -2.58], [7.61, 1.30, -3.02], [6.28, 0.88, -2.56], [5.31, 1.79, -3.06], [5.27, 3.27, -2.44], [5.33, 3.24, -0.96], [4.66, 4.20, -0.19], [8.17, 0.46, -2.61], [7.92, 2.27, -2.61], [7.68, 1.48, -4.09], [4.35, 1.42, -2.70], [5.43, 1.79, -4.15], [4.43, 3.81, -2.88], [6.19, 3.79, -2.70], [4.95, 4.25, 0.86], [3.58, 4.07, -0.21], [4.95, 5.20, -0.51]]}


# 7
{"formula": "C17H24N7OSSiTi", "method": "the ωB97M-V functional and the def2-TZVPD basis", "total_charge": 1, "homo_energy_ev": -11.131, "lumo_ha": -0.1651, "homo_lumo_gap_ev": 6.64, "e_above_lowest_kcal_mol": 21.8, "e_tot_ev": -72317.9366, "elements": ["Ti", "C", "C", "N", "C", "S", "N", "N", "C", "C", "C", "C", "C", "C", "C", "N", "H", "H", "H", "H", "H", "H", "H", "H", "H", "H", "H", "H", "H", "C", "Si", "C", "C", "C", "H", "H", "H", "H", "H", "H", "H", "H", "H", "H", "H", "O", "N", "C", "C", "N", "C", "N"], "coordinates": [[-0.06, 0.26, 0.07], [-2.07, -5.62, 1.39], [-0.73, -4.91, 1.58], [-0.91, -3.60, 2.18], [-0.82, -2.43, 1.56], [-0.15, -2.28, -0.01], [-1.27, -1.37, 2.23], [-1.30, -0.22, 1.59], [-1.79, 0.83, 2.19], [-2.23, 0.79, 3.62], [-1.92, 2.00, 1.35], [-2.42, 3.24, 1.78], [-2.54, 4.28, 0.88], [-2.15, 4.07, -0.44], [-1.66, 2.82, -0.80], [-1.55, 1.81, 0.06], [-1.90, -6.59, 0.95], [-2.71, -5.04, 0.73], [-2.57, -5.76, 2.34], [-0.24, -4.76, 0.62], [-0.09, -5.51, 2.23], [-1.34, -3.58, 3.10], [-2.46, -0.24, 3.88], [-3.11, 1.40, 3.80], [-1.42, 1.12, 4.27], [-2.71, 3.38, 2.81], [-2.92, 5.24, 1.19], [-2.23, 4.85, -1.18], [-1.35, 2.64, -1.82], [1.72, 0.43, -4.50], [1.57, 0.20, -2.62], [2.64, -1.28, -2.04], [2.35, 1.90, -2.01], [-0.21, 0.01, -2.00], [2.75, 0.61, -4.79], [1.13, 1.27, -4.86], [1.38, -0.46, -5.02], [3.68, -1.15, -2.30], [2.29, -2.18, -2.52], [2.59, -1.46, -0.96], [3.40, 1.98, -2.30], [2.53, 3.04, -0.30], [1.81, 2.73, -2.47], [-0.58, -0.98, -2.30], [-0.87, 0.75, -2.46], [0.94, 1.93, -0.15], [2.25, 2.07, -0.55], [3.17, 1.13, 0.14], [2.45, 0.29, 0.90], [1.47, -0.19, 1.37], [4.53, 1.22, -0.11], [5.65, 1.30, -0.33]]}


Which formula does entry 4 have? C17H25Cl3N2O2